Entry from the Open Molecules 2025 dataset: an isolated molecule of C4H4O3 at a distorted geometry (ωB97M-V with the def2-TZVPD basis set).

HOMO: -8.5 eV
Maximum force: 5.3 eV Å⁻¹
Energy above the lowest of the compared OMol25 structures with the same formula, charge and spin: 586.4 kJ/mol
Total charge: 0
Calculated total energy: -380.3237 a.u.
SMILES: O=CC1=C(CO)O1

Atoms and positions in Å:
O (0.451, 1.849, 2.323)
C (1.100, 1.811, 1.294)
C (0.834, 0.815, 0.316)
C (0.287, -0.068, -0.497)
C (-0.848, -1.371, -0.995)
O (-1.968, -1.328, -0.239)
O (1.353, 0.395, -1.113)
H (1.901, 2.559, 1.261)
H (-0.073, -2.094, -0.934)
H (-0.991, -1.152, -2.146)
H (-2.046, -1.415, 0.731)